Here is a 2-piece molecular cluster, C33H22BF7O2S overall from the OMol25 dataset. Energies are from ωB97M-V/def2-TZVPD.

Atoms and positions in Å:
F: -4.1941 3.1688 0.6793
C: -4.0583 1.8248 0.7666
C: -5.1724 1.0034 0.7317
C: -5.0349 -0.3744 0.7388
F: -6.1170 -1.1727 0.5934
C: -3.7801 -0.9301 0.8342
C: -2.6345 -0.1263 0.8855
C: -1.3529 -0.7473 0.9282
C: -0.1513 -0.0936 0.7860
C: 1.0524 -0.7579 0.7615
C: 2.3368 -0.1496 0.6583
C: 3.4756 -0.9599 0.5539
C: 4.7362 -0.4121 0.4983
F: 5.8221 -1.2142 0.4391
C: 4.8883 0.9618 0.5343
C: 3.7827 1.7877 0.6263
F: 3.9409 3.1288 0.6793
C: 2.5212 1.2401 0.6840
C: -2.8028 1.2663 0.8437
H: -6.1528 1.4423 0.6945
H: -3.6847 -2.0006 0.8305
H: -1.3258 -1.8154 1.0535
H: -0.1564 0.9701 0.6462
H: 1.0243 -1.8296 0.8450
H: 3.3746 -2.0282 0.4977
H: 5.8729 1.3911 0.5152
H: 1.6837 1.9077 0.7560
H: -1.9580 1.9289 0.8597
C: -2.0236 -4.3945 11.0728
C: -1.8008 -3.4912 9.9290
C: -1.5005 -2.1726 9.9946
C: -1.3484 -1.5527 8.7189
C: -1.5437 -2.3915 7.6850
B: -1.4743 -1.9743 6.1350
C: -2.7191 -1.0258 5.7900
C: -3.9842 -1.5539 5.8701
C: -5.0738 -0.7642 5.5779
C: -4.8907 0.5520 5.2036
C: -6.0833 1.4338 4.8793
F: -6.0882 2.4754 5.7360
F: -5.9587 1.8724 3.6102
F: -7.2172 0.7158 5.0144
C: -3.6151 1.0737 5.1219
C: -2.5278 0.2804 5.4157
O: -0.1940 -1.2418 5.8867
C: 0.4103 -2.0417 4.9474
C: -0.3884 -3.1608 4.5955
C: 0.0699 -4.0661 3.6562
C: 1.3083 -3.8739 3.0708
C: 2.0910 -2.7918 3.4204
C: 1.6482 -1.8715 4.3539
O: -1.5766 -3.1949 5.2810
S: -1.8931 -3.9843 8.2636
H: -1.9041 -3.8696 12.0208
H: -3.0302 -4.8114 11.0430
H: -1.3169 -5.2241 11.0546
H: -1.3905 -1.6375 10.9258
H: -1.1120 -0.5070 8.5858
H: -4.1093 -2.5841 6.1556
H: -6.0758 -1.1568 5.6382
H: -3.4877 2.1034 4.8310
H: -1.5253 0.6672 5.3579
H: -0.5453 -4.9120 3.4081
H: 1.6646 -4.5805 2.3401
H: 3.0599 -2.6637 2.9681
H: 2.2511 -1.0284 4.6381

The calculation puts the HOMO-LUMO gap at 0.109 hartree. The HOMO energy comes out at -6.894 eV. The value obtained for the maximum force is 2.97 eV/Å. The value obtained for the energy is -69206.515 eV.

So, what does the Löwdin scheme give us? The charges, in e, come out as: 0.09, -0.23, 0.10, -0.22, 0.09, 0.08, -0.18, 0.08, -0.04, 0.07, -0.19, 0.06, -0.23, 0.09, 0.10, -0.23, 0.09, 0.07, 0.07, 0.14, 0.14, 0.14, 0.10, 0.12, 0.13, 0.14, 0.12, 0.12, -0.12, -0.61, -0.15, -0.14, -0.39, -0.82, -0.08, -0.01, -0.01, -0.15, -0.57, 0.14, 0.12, 0.13, -0.03, -0.02, 0.10, -0.18, -0.18, -0.02, -0.13, -0.14, -0.02, 0.10, 1.07, 0.08, 0.07, 0.07, 0.10, 0.11, 0.12, 0.11, 0.11, 0.11, 0.11, 0.09, 0.09, 0.11

=====

Here is an isolated ion of composition C8H12NO2 and charge +1 from the OMol25 dataset. Energies are from ωB97M-V/def2-TZVPD.

Atoms and positions in Å:
C: 0.3469 0.2396 1.7770
N: 0.6756 -0.2276 0.4048
C: 1.5554 0.5843 -0.4585
C: 2.9190 -0.0982 -0.4054
O: 2.9253 -1.0359 0.3508
C: 0.9212 0.5214 -1.8156
C: -0.2413 -0.1000 -1.7564
C: -0.5934 -0.5681 -0.4143
C: -1.9212 0.0577 -0.0086
C: -0.6110 -2.4118 -0.4374
O: 0.2596 -2.9030 0.1499
H: 0.4150 1.3991 1.8859
H: -0.7244 -0.2273 1.9870
H: 1.1010 -0.2709 2.4818
H: 1.0967 -1.2374 0.4872
H: 1.6755 1.5710 -0.0452
H: 3.6691 0.0724 -1.0386
H: 1.3052 1.0032 -2.6604
H: -0.8579 -0.1886 -2.5750
H: -2.5878 -0.4348 0.7876
H: -2.3844 0.1426 -0.9842
H: -1.7079 1.0641 0.3383
H: -1.5272 -2.7077 -0.8792

As for the total charge: +1. The calculation puts the energy relative to the best compared isomer or geometry (same formula, charge and spin) at 53.6 kcal per mole. Its structure (SMILES) is C[N@@H+]1[C@@H](C=O)C=C[C@@]1(C)C=O. The calculation puts the HOMO-LUMO gap at 0.367 hartree. The HOMO energy comes out at -13.473 eV. The value obtained for the maximum force is 5.81 eV/Å. The value obtained for the energy is -14065.797 eV.

So, what does the natural (NBO) scheme give us? The charges, in e, come out as: -0.44, -0.44, -0.18, 0.44, -0.49, -0.19, -0.20, 0.03, -0.66, 0.50, -0.45, 0.25, 0.25, 0.26, 0.51, 0.25, 0.17, 0.25, 0.24, 0.25, 0.25, 0.24, 0.17

=====

Here is C15H40AsF6O15S5 as an isolated structure from the OMol25 dataset. Energies are from ωB97M-V/def2-TZVPD.

Atoms and positions in Å:
As: -1.6810 -0.5899 0.5026
F: -1.1758 -1.8628 1.5956
F: -3.2578 -0.5856 1.2647
F: -2.0875 0.6780 -0.6195
F: -0.0395 -0.6278 -0.1128
F: -2.1508 -1.8013 -0.6873
F: -1.2130 0.6167 1.6955
O: 0.4010 -1.7355 -6.7086
S: 0.1072 -2.5262 -5.5315
O: 1.1069 -3.1062 -4.7032
O: -0.9009 -1.6266 -4.6639
C: -0.3522 -0.8737 -3.5648
C: -0.4171 0.6244 -3.9489
C: -1.0524 -3.7961 -6.0267
H: 0.6804 -1.0788 -3.2824
H: -0.9414 -0.9771 -2.6593
H: 0.5515 1.1011 -4.0905
H: -1.0209 1.1222 -3.1905
H: -0.9029 0.7527 -4.9175
H: -1.6745 -4.0339 -5.1690
H: -0.4231 -4.6025 -6.3990
H: -1.6888 -3.4675 -6.8439
O: 0.3348 1.0227 5.6779
S: 0.5338 2.3003 5.0356
O: -0.3877 3.3907 5.2181
O: 2.0097 2.8550 5.5396
C: 3.0113 1.8567 5.5658
C: 4.3854 2.4715 5.7776
C: 0.8483 2.1485 3.2501
H: 3.0588 1.3367 4.6005
H: 2.8577 1.0574 6.2940
H: 4.3076 3.3110 6.4729
H: 4.7547 2.8354 4.8198
H: 5.0689 1.7557 6.2277
H: -0.1735 2.2787 2.8955
H: 1.2136 1.1523 3.0313
H: 1.4394 3.0192 2.9892
O: -5.4629 2.5762 1.2196
S: -6.2609 2.2962 0.0618
O: -7.6569 2.6728 -0.0129
O: -5.4760 2.9139 -1.2225
C: -4.0596 2.5836 -1.2942
C: -3.3387 3.8585 -1.6982
C: -6.2084 0.4602 -0.2499
H: -3.9616 1.7880 -2.0282
H: -3.7214 2.2880 -0.3067
H: -3.5487 4.1455 -2.7304
H: -2.2613 3.7714 -1.5552
H: -3.6669 4.7150 -1.1071
H: -7.1314 0.1454 0.2210
H: -5.3183 0.1083 0.2685
H: -6.0984 0.3254 -1.3205
O: 2.7527 -2.0188 1.1875
S: 2.7038 -3.4067 0.8196
O: 3.8954 -4.0269 0.3017
O: 2.1894 -4.1510 2.1987
C: 1.9575 -5.5706 2.1114
C: 0.8195 -5.9031 3.0465
C: 1.3270 -3.7306 -0.3381
H: 2.8855 -6.0445 2.4291
H: 1.6935 -5.8865 1.0994
H: -0.1933 -5.7797 2.6696
H: 0.8902 -5.2757 3.9376
H: 0.9583 -6.9348 3.3809
H: 0.4153 -3.5503 0.2239
H: 1.3972 -4.6734 -0.8755
H: 1.5248 -3.0108 -1.1344
O: 3.7606 1.0154 -3.2219
S: 3.4929 1.7092 -1.9817
O: 4.3029 2.8562 -1.6440
O: 1.9202 2.1104 -1.9182
C: 1.5209 3.2466 -1.1585
C: 0.4291 2.8186 -0.1920
C: 3.6105 0.4723 -0.6690
H: 1.2407 4.0669 -1.8325
H: 2.3162 3.7974 -0.6387
H: -0.2884 2.2577 -0.7882
H: -0.0347 3.7418 0.1605
H: 0.8315 2.1825 0.5897
H: 3.1678 0.8686 0.2417
H: 4.6219 0.0936 -0.5926
H: 2.9321 -0.3174 -0.9924

As for the total charge: -1. The calculation puts the energy relative to the best compared isomer or geometry (same formula, charge and spin) at 46.8 kcal per mole. The calculation puts the HOMO-LUMO gap at 0.400 hartree. The HOMO energy comes out at -8.812 eV. The value obtained for the maximum force is 2.81 eV/Å. The value obtained for the energy is -178239.671 eV.

So, what does the Löwdin scheme give us? The charges, in e, come out as: 0.78, -0.27, -0.25, -0.25, -0.26, -0.27, -0.26, -0.29, 0.59, -0.28, -0.26, -0.23, -0.05, -0.12, 0.11, 0.08, 0.07, 0.06, 0.08, 0.07, 0.07, 0.07, -0.28, 0.65, -0.28, -0.26, -0.32, -0.07, -0.12, 0.11, 0.12, 0.08, 0.08, 0.07, 0.05, 0.07, 0.07, -0.29, 0.63, -0.31, -0.28, -0.27, -0.06, -0.08, 0.12, 0.09, 0.08, 0.06, 0.08, 0.06, 0.04, 0.06, -0.29, 0.62, -0.30, -0.27, -0.28, -0.07, -0.09, 0.12, 0.11, 0.08, 0.08, 0.08, 0.06, 0.07, 0.06, -0.29, 0.62, -0.31, -0.26, -0.28, -0.06, -0.11, 0.12, 0.11, 0.05, 0.09, 0.05, 0.07, 0.08, 0.05

=====

Here is a 2-piece molecular cluster, C4H10NO2 overall from the OMol25 dataset. Energies are from ωB97M-V/def2-TZVPD.

Atoms and positions in Å:
N: 0.1608 1.4579 -1.5733
C: -1.0382 2.1529 -0.9365
O: -1.2131 3.4088 -1.2844
H: 0.9433 2.0869 -1.4033
H: -0.0193 1.5773 -2.5694
H: -1.8829 1.4565 -1.2065
H: -0.8817 1.9608 0.1613
C: -1.0897 -1.1349 0.2451
C: 0.0847 -1.3170 1.1504
C: 0.9807 -2.2733 0.9878
O: 2.0846 -2.4137 1.8092
H: -0.8554 -0.4342 -0.5618
H: -1.3986 -2.0859 -0.2062
H: -1.9689 -0.7577 0.7670
H: 0.2529 -0.5984 1.9445
H: 0.8632 -3.0276 0.2136
H: 2.7249 -2.9697 1.3639

As for the total charge: -1. The calculation puts the energy relative to the best compared isomer or geometry (same formula, charge and spin) at 78.2 kcal per mole. The calculation puts the HOMO-LUMO gap at 0.199 hartree. The HOMO energy comes out at -2.435 eV. The value obtained for the maximum force is 0.49 eV/Å. The value obtained for the energy is -9894.056 eV.

So, what does the natural (NBO) scheme give us? The charges, in e, come out as: -0.93, 0.15, -0.94, 0.33, 0.33, 0.04, 0.05, -0.66, -0.24, 0.09, -0.70, 0.28, 0.18, 0.21, 0.20, 0.15, 0.47

=====

Q: The highest energy belongs to which entry?
A: C4H10NO2

=====

Q: maximum force of number 1 (C33H22BF7O2S)?
A: 2.97 eV/Å

=====

Q: Look up the maximum force of the third one.
A: 2.81 eV/Å

=====

Q: The highest HOMO belongs to which entry?
A: C4H10NO2